ORCA calculation (the ωB97M-V functional and the def2-TZVPD basis) on a molecular structure, C29H33Cl3MgN6O4SSe2.

Summary:
Total charge = +2
LUMO level = -6.2 eV
Molecular weight = 850.3 g/mol
Energy relative to the best compared isomer or geometry (same formula, charge and spin) = 19.1 kJ/mol
HOMO energy = -13.93 eV
DFT total energy = -8535.61499 Eh

Last column: Mulliken charge in e.
Element x y z (Å)
Mg  -0.99087  0.20835  -0.31398  1.299
C  -4.73855  -3.21021  0.43824  -1.671
C  -4.49104  -2.03747  -0.47388  0.552
C  -4.18998  -2.23927  -1.81755  -0.453
C  -3.95420  -1.17487  -2.67942  0.466
C  -3.62851  -1.42304  -4.12952  -1.708
C  -4.03281  0.12064  -2.17195  -0.053
C  -4.35876  0.36083  -0.83777  0.212
C  -4.63419  1.76567  -0.36715  -1.742
C  -4.57661  -0.73098  -0.00066  -0.200
H  -5.50058  -3.87087  0.02496  0.440
H  -5.07422  -2.88499  1.42218  0.362
H  -3.83199  -3.80814  0.56673  0.269
H  -4.15221  -3.25328  -2.20515  0.582
H  -4.32080  -2.14170  -4.56700  0.481
H  -2.62329  -1.84051  -4.24615  0.248
H  -3.68684  -0.50563  -4.71492  0.358
H  -3.93019  0.96406  -2.84778  0.650
H  -5.65244  2.04874  -0.64133  0.453
H  -3.96365  2.49259  -0.82768  0.273
H  -4.56058  1.85011  0.71690  0.330
H  -4.87969  -0.55659  1.02761  0.438
Se  0.15114  2.96859  0.49209  0.049
Se  -1.84219  3.24369  1.61180  0.114
C  -2.15423  1.45949  2.28152  -0.112
C  -2.81795  1.37986  3.49642  -0.645
C  -3.08102  0.13394  4.03628  -0.520
C  -2.65904  -1.00145  3.35764  -0.869
C  -2.01817  -0.83706  2.15294  -0.347
N  -1.77040  0.37353  1.60215  0.771
C  -0.40212  2.85092  -1.35752  0.174
C  -0.23303  3.93272  -2.19789  -0.719
C  -0.53935  3.77710  -3.54464  -0.364
C  -0.99421  2.55134  -3.99797  -0.971
C  -1.14497  1.52110  -3.08969  -0.387
N  -0.85564  1.65975  -1.78705  0.447
H  -3.10604  2.28402  4.01594  0.498
H  -3.59156  0.04905  4.98654  0.453
H  -2.82962  -1.99237  3.75302  0.533
H  -1.69364  -1.70042  1.58306  0.481
H  0.13181  4.87228  -1.80842  0.554
H  -0.42016  4.60830  -4.22700  0.448
H  -1.23539  2.39074  -5.03908  0.510
H  -1.51075  0.54951  -3.39924  0.634
C  7.19924  2.32801  4.01595  -1.334
C  6.10449  2.00452  3.00273  -0.324
S  6.42658  0.41123  2.27798  1.274
O  5.94110  -0.59481  3.19503  -0.668
O  7.78025  0.38634  1.80712  -0.673
C  5.35191  0.33760  0.81733  -0.859
C  4.46470  -0.90508  0.86392  -1.493
N  3.20363  -0.72754  0.12255  0.219
C  2.03181  -0.38786  0.68652  0.747
N  1.06563  -0.29278  -0.22842  0.075
C  1.65810  -0.56888  -1.44041  -0.765
C  2.96568  -0.82631  -1.22909  -0.372
N  3.93680  -1.19088  -2.22914  1.125
O  3.49374  -1.39722  -3.33530  -0.617
O  5.09717  -1.25156  -1.89304  -0.609
C  1.85461  -0.18448  2.14942  -1.129
H  6.97364  3.27377  4.50476  0.387
H  8.16487  2.40927  3.52259  0.371
H  7.26639  1.55329  4.77848  0.364
H  6.07425  2.73171  2.18982  0.433
H  5.12411  1.91960  3.47363  0.250
H  6.02747  0.31144  -0.03487  0.475
H  4.76792  1.25904  0.79227  0.558
H  4.21074  -1.15583  1.89007  0.782
H  4.98803  -1.75476  0.43705  0.328
H  1.13826  -0.56592  -2.38353  0.751
H  2.56826  0.54279  2.53793  0.188
H  2.00900  -1.11638  2.69585  0.431
H  0.84724  0.17516  2.34472  -0.096
Cl  0.34663  -3.93158  -3.35125  -0.047
C  -0.22537  -4.03009  -1.70294  0.689
Cl  1.11587  -4.27740  -0.57203  -0.062
Cl  -1.45773  -5.25903  -1.50131  -0.049
C  -0.82883  -2.72389  -1.36223  -0.579
N  -1.29766  -1.70959  -1.11776  -0.087



ORCA calculation (the ωB97M-V functional and the def2-TZVPD basis) on a molecular structure, C23H22N5O4ReSSi in a non-equilibrium geometry.

Summary:
Total charge = +1
LUMO level (spin up / spin down) = -4.1 / -3.8 eV
Molecular weight = 678.8 g/mol
Energy relative to the best compared isomer or geometry (same formula, charge and spin) = 115.8 kJ/mol
Spin multiplicity = 2
HOMO energy (spin up / spin down) = -11.12 / -10.93 eV
DFT total energy = -2230.23142 Eh

Last column: Mulliken charge in e.
Element x y z (Å)
Re  0.00906  -0.77745  -0.44258  1.639
O  2.24794  -1.53032  2.85185  -0.600
C  1.41955  -1.08384  2.11745  0.026
O  0.85634  -1.80824  1.11759  -0.938
C  0.91459  0.33341  2.18714  0.786
C  1.08271  1.22074  3.22694  -0.705
C  0.47863  2.47231  3.11376  -0.477
C  -0.25043  2.80248  1.97632  -1.108
C  -0.34133  1.86005  0.97115  0.582
N  0.23906  0.68272  1.10306  -0.064
C  -0.99989  2.00674  -0.38435  0.369
O  -1.50611  3.03056  -0.73735  -0.615
O  -0.91160  0.90050  -1.12363  -0.741
H  1.65208  0.93184  4.09905  0.571
H  0.57135  3.18722  3.91964  0.471
H  -0.73238  3.76256  1.85592  0.604
C  0.21778  -2.18803  -3.88991  -1.279
Si  0.34676  -2.62216  -2.07009  -0.167
C  -0.39407  -4.33339  -1.87009  -1.266
C  2.24642  -2.72639  -1.70792  -0.695
H  0.79166  -2.86912  -4.52169  0.398
H  0.52908  -1.16580  -4.11122  0.384
H  -0.82925  -2.27276  -4.18936  0.349
H  0.11133  -5.07701  -2.49092  0.373
H  -1.44169  -4.31577  -2.18440  0.313
H  -0.37951  -4.69094  -0.83670  0.390
H  2.80575  -3.32302  -2.42903  0.643
H  3.52163  -2.99700  -0.05374  0.401
H  2.58375  -1.04733  -2.88275  0.580
N  2.57407  -3.27628  -0.34364  0.126
C  2.64018  -1.28454  -1.81619  -0.743
N  1.71869  -0.33319  -1.11510  0.827
C  2.50250  0.84412  -0.84556  -0.740
C  2.02221  2.13184  -0.70044  -0.311
C  2.88008  3.16723  -0.34207  -0.674
C  4.22525  2.92200  -0.14922  -0.666
C  4.73737  1.65352  -0.39622  -0.666
C  3.86980  0.64590  -0.77507  1.247
S  4.35152  -0.96909  -1.27641  -0.317
H  1.91659  -2.89682  0.36250  0.219
H  2.51330  -4.29165  -0.34210  0.427
H  1.00198  2.35461  -0.95180  0.512
H  2.49423  4.17357  -0.24867  0.481
H  4.88867  3.72669  0.13560  0.430
H  5.79967  1.46142  -0.32480  0.422
N  -7.12436  -2.99817  0.63211  -0.402
C  -6.04600  -2.64628  0.46302  -0.267
C  -4.69213  -2.20576  0.25649  0.624
C  -4.37707  -1.33784  -0.77586  -0.748
C  -3.06527  -0.93193  -0.93593  -0.257
N  -2.07660  -1.37147  -0.14583  0.032
C  -2.38938  -2.21348  0.85474  -0.270
C  -3.67252  -2.64604  1.09402  -0.697
H  -5.13907  -0.96889  -1.44686  0.502
H  -2.78520  -0.23316  -1.70941  0.624
H  -1.56262  -2.55137  1.46912  0.544
H  -3.87716  -3.31902  1.91373  0.514



ORCA calculation (the ωB97M-V functional and the def2-TZVPD basis) on 3 unconnected molecules or ions with the total composition C5H18NO2 in a non-equilibrium geometry.

Summary:
Total charge = +1
LUMO level = -3.1 eV
Molecular weight = 124.2 g/mol
Energy relative to the best compared isomer or geometry (same formula, charge and spin) = 142.1 kJ/mol
HOMO energy = -14.44 eV
DFT total energy = -406.26768 Eh

Last column: Mulliken charge in e.
Element x y z (Å)
C  -2.33106  -0.00102  -0.46539  -1.497
C  -1.00579  0.67554  -0.67384  0.418
C  0.11665  -0.27300  -0.94245  -0.396
C  1.43733  0.44798  -1.30482  -0.552
C  1.39685  1.37856  -2.51785  -1.278
N  -0.79594  1.61363  0.58224  -0.303
H  -3.19900  0.30402  -1.08313  0.358
H  -2.41689  -1.03199  -0.82860  0.379
H  -2.66531  0.04742  0.57927  0.338
H  -0.87244  1.47793  -1.40741  0.303
H  -0.15943  -0.82523  -1.86461  0.417
H  0.40508  -1.02682  -0.20571  0.070
H  2.09676  -0.39341  -1.47434  0.445
H  1.95840  1.08251  -0.59188  0.254
H  2.40907  1.53626  -2.92634  0.395
H  0.92932  2.31121  -2.21094  0.312
H  1.00060  0.88854  -3.41202  0.311
H  -0.39276  2.51101  0.25474  0.408
H  -1.77348  1.80298  0.90096  0.391
H  -0.30953  1.22219  1.38538  0.215
H  1.54789  0.11860  3.44253  0.290
H  1.87525  -1.00387  2.30052  0.300
O  1.33580  -0.27278  2.59129  -0.583
H  0.34750  -3.20875  2.28836  0.298
H  -1.13559  -3.54728  1.83075  0.300
O  -0.33983  -3.04805  1.63884  -0.594



ORCA calculation (the ωB97M-V functional and the def2-TZVPD basis) on a molecular structure, C35H45N3OP2RhS.

Summary:
Total charge = -1
LUMO level (spin up / spin down) = 2.5 / 2.5 eV
Molecular weight = 720.7 g/mol
Energy relative to the best compared isomer or geometry (same formula, charge and spin) = 0.0 kJ/mol
Spin multiplicity = 5
HOMO energy (spin up / spin down) = -1.15 / -3.87 eV
DFT total energy = -2791.61972 Eh

Last column: Mulliken charge in e.
Element x y z (Å)
Rh  -0.29279  -0.42339  -0.60946  0.047
C  2.60551  -4.67753  0.15305  -1.502
C  1.93251  -3.51892  -0.59566  0.488
C  2.97772  -2.60872  -1.26041  -1.242
P  0.69459  -2.50311  0.31930  1.862
C  -0.43957  -3.71649  1.15470  1.637
C  0.06146  -4.33644  2.45709  -1.570
C  -0.92863  -4.78404  0.17128  -1.662
C  1.56665  -1.69975  1.70802  1.571
C  2.87846  -1.85623  2.13034  -1.311
C  3.37637  -1.14309  3.21852  -1.121
C  2.53538  -0.26146  3.88341  -0.849
C  1.22580  -0.07177  3.47030  -0.585
C  0.72386  -0.77193  2.36574  -0.975
N  -0.50923  -0.57138  1.78383  1.071
C  -1.58950  -0.08785  2.44048  -0.643
C  -1.82844  -0.30903  3.82775  -0.708
C  -2.98279  0.12269  4.43434  -0.851
C  -3.97066  0.80942  3.71885  -1.191
C  -3.75239  1.04748  2.37251  -0.174
C  -2.59600  0.61807  1.71536  0.135
P  -2.15001  0.99889  -0.01130  0.613
C  -1.94440  2.83007  -0.05304  0.582
C  -1.11598  3.24108  -1.27415  -1.019
C  -3.23572  3.64220  0.02622  -1.447
C  -3.58647  0.67134  -1.15247  0.818
C  -3.07234  -0.23590  -2.28449  -1.849
C  -4.93892  0.24969  -0.55255  -1.710
H  3.41898  -5.07728  -0.46160  0.514
H  1.92166  -5.49753  0.36507  0.273
H  3.03751  -4.36750  1.10167  0.157
H  1.32599  -3.94667  -1.40021  0.489
H  3.68795  -2.21899  -0.53038  0.203
H  2.52743  -1.75469  -1.76812  0.131
H  3.54466  -3.18501  -1.99764  0.531
H  -1.29166  -3.08469  1.40778  -0.565
H  0.91773  -4.99455  2.29825  0.238
H  -0.73949  -4.93751  2.90288  0.498
H  0.35722  -3.57496  3.18084  0.274
H  -0.14062  -5.49665  -0.07802  0.267
H  -1.30213  -4.35586  -0.76246  0.329
H  -1.75247  -5.34934  0.61629  0.492
H  3.54298  -2.52631  1.60790  0.113
H  4.40695  -1.26338  3.52691  0.396
H  2.91204  0.31130  4.72364  0.349
H  0.59907  0.66044  3.96372  0.554
H  -1.08436  -0.85231  4.39529  0.511
H  -3.13118  -0.08478  5.48882  0.376
H  -4.88005  1.14441  4.20043  0.430
H  -4.51486  1.57881  1.81472  0.222
H  -1.36152  3.01739  0.85228  0.518
H  -1.67638  3.06825  -2.20125  0.234
H  -0.18478  2.68118  -1.33593  -0.121
H  -0.88216  4.30923  -1.22738  0.510
H  -3.76510  3.63667  -0.93010  0.325
H  -2.99334  4.68565  0.24624  0.463
H  -3.92516  3.29725  0.79899  0.261
H  -3.74963  1.62951  -1.64845  0.750
H  -3.91111  -0.49686  -2.94512  0.490
H  -1.79456  -1.77250  -2.63811  0.509
H  -2.33880  0.32350  -2.86644  0.555
H  -4.85610  -0.33116  0.36122  0.275
H  -5.50013  -0.35496  -1.27179  0.475
H  -5.54085  1.13261  -0.32191  0.361
O  1.21097  1.02991  -0.14791  -0.314
N  2.02744  1.44030  -1.15262  0.254
C  2.98006  2.41585  -0.81267  -0.860
C  3.89719  2.81746  -1.73322  -0.347
C  3.89203  2.30584  -3.04955  -0.543
C  2.83447  1.40533  -3.38508  -0.627
C  1.90823  0.98915  -2.46504  0.590
S  0.58048  -0.08508  -2.85016  -0.661
H  2.91870  2.75763  0.20792  0.426
H  4.63128  3.55445  -1.42479  0.343
H  4.61865  2.62158  -3.78435  0.344
H  2.71588  1.03346  -4.39520  0.366
N  -2.34073  -1.43959  -1.85259  0.407
C  -3.12095  -2.50722  -1.31145  -0.714
C  -3.38079  -2.53634  0.05680  0.543
C  -4.11482  -3.57035  0.60377  -1.045
C  -4.58560  -4.60271  -0.19595  -0.668
C  -4.31127  -4.58694  -1.55946  -0.667
C  -3.58960  -3.54060  -2.11140  -0.328
H  -2.97088  -1.75553  0.68709  0.045
H  -4.29930  -3.58089  1.67235  0.418
H  -5.14697  -5.42022  0.23930  0.392
H  -4.66071  -5.39273  -2.19308  0.412
H  -3.37836  -3.52508  -3.17575  0.431



ORCA calculation (the ωB97M-V functional and the def2-TZVPD basis) on a molecular structure, CH5LaO2 in a non-equilibrium geometry.

Summary:
Total charge = +1
LUMO level (spin up / spin down) = -5.9 / -5.9 eV
Molecular weight = 188.0 g/mol
Energy relative to the best compared isomer or geometry (same formula, charge and spin) = 0.0 kJ/mol
Spin multiplicity = 2
HOMO energy (spin up / spin down) = -11.86 / -12.22 eV
DFT total energy = -222.73989 Eh

Last column: Mulliken charge in e.
Element x y z (Å)
O  0.60196  -2.11378  -0.45226  -0.866
La  2.43555  -1.34473  1.68724  1.669
H  -0.05352  -2.80051  -0.60252  0.283
C  -0.54142  1.46815  -0.06658  -0.525
H  -0.59113  1.47366  -1.16830  0.238
H  -1.51114  1.79309  0.33895  0.215
H  0.21099  2.21319  0.24233  0.204
O  -0.25677  0.18602  0.43084  -0.629
H  -0.29453  -0.87509  -0.40968  0.413



> Which value of molecular weight does entry 1 give?

850.3 g/mol